(1)
Molecular formula: C27H50BBrClFN3O12PS2
Method: DFT, ωB97M-V/def2-TZVPD

## Properties
Electronic energy ... -6422.193279 hartree
Structure (SMILES) ... CCP(C)[C@@H](C[C@@H](O)CN)O[C@](Cl)(CCCN)[C@H](Br)O[C@](CCc1ccccc1)(B(N)O)[C@@H](C)F.O=S1(=O)OCCO1.O=S1(=O)OCCO1

Element x y z (Å)
1 C 5.02 -4.73 0.79
2 C 4.85 -3.11 0.81
3 P 3.44 -2.63 -0.41
4 C 1.90 -2.50 0.70
5 C 3.90 -0.89 -1.14
6 C 4.71 -0.99 -2.52
7 C 5.58 -2.37 -2.65
8 O 4.75 -3.41 -3.29
9 C 6.85 -2.18 -3.68
10 N 6.45 -2.47 -5.11
11 O 2.84 0.08 -1.06
12 C 1.95 0.17 -2.17
13 Cl 1.39 -1.41 -2.93
14 C 2.43 1.29 -3.27
15 C 2.29 0.80 -4.80
16 C 0.75 0.89 -5.36
17 N 0.80 1.60 -6.70
18 C 0.56 0.85 -1.56
19 Br 1.22 2.08 -0.09
20 O -0.22 -0.23 -1.03
21 C -1.64 -0.12 -1.33
22 C -1.98 -0.29 -2.89
23 C -3.53 -0.54 -3.24
24 C -3.96 -2.12 -3.16
25 C -2.98 -3.27 -3.55
26 C -3.39 -4.77 -3.42
27 C -4.83 -5.07 -2.87
28 C -5.84 -3.91 -2.50
29 C -5.43 -2.39 -2.62
30 B -2.32 1.30 -0.78
31 N -2.42 1.58 0.71
32 O -2.89 2.31 -1.66
33 C -2.35 -1.27 -0.40
34 C -1.61 -1.51 1.01
35 F -3.78 -0.99 -0.19
36 H 4.82 -5.17 -0.25
37 H 6.09 -5.03 1.12
38 H 4.31 -5.24 1.54
39 H 4.63 -2.71 1.88
40 H 5.86 -2.66 0.51
41 H 2.19 -2.68 1.80
42 H 1.14 -3.33 0.44
43 H 1.40 -1.46 0.64
44 H 4.69 -0.52 -0.37
45 H 5.49 -0.14 -2.52
46 H 4.09 -0.94 -3.47
47 H 6.03 -2.72 -1.66
48 H 4.54 -4.08 -2.59
49 H 7.60 -3.02 -3.41
50 H 7.32 -1.14 -3.60
51 H 5.55 -2.01 -5.33
52 H 6.40 -3.49 -5.27
53 H 1.95 2.32 -3.09
54 H 3.57 1.44 -3.08
55 H 2.87 1.58 -5.44
56 H 2.79 -0.21 -5.03
57 H 0.27 -0.14 -5.48
58 H 0.10 1.57 -4.68
59 H 0.96 2.60 -6.49
60 H -0.06 1.44 -7.23
61 H 0.10 1.42 -2.44
62 H -1.70 0.73 -3.39
63 H -1.37 -1.08 -3.44
64 H -4.27 0.14 -2.68
65 H -3.65 -0.27 -4.36
66 H -1.91 -3.06 -3.93
67 H -2.62 -5.58 -3.69
68 H -5.12 -6.16 -2.74
69 H -6.89 -4.13 -2.08
70 H -6.11 -1.51 -2.35
71 H -2.89 2.49 0.85
72 H -1.45 1.63 1.07
73 H -2.16 2.93 -1.91
74 H -2.25 -2.26 -0.99
75 H -0.94 -2.44 0.89
76 H -2.43 -1.81 1.77
77 H -1.04 -0.59 1.38
78 O -3.53 5.46 4.80
79 S -3.44 4.15 5.36
80 O -2.90 3.90 6.67
81 O -2.68 3.19 4.29
82 C -3.52 2.10 3.95
83 C -4.94 2.62 4.11
84 O -4.90 3.45 5.27
85 H -3.32 1.27 4.64
86 H -3.32 1.77 2.92
87 H -5.67 1.81 4.24
88 H -5.24 3.23 3.26
89 O -2.24 5.36 7.78
90 S -2.65 5.54 9.14
91 O -4.03 5.58 9.54
92 O -1.90 6.86 9.73
93 C -1.12 6.50 10.87
94 C -0.73 5.04 10.65
95 O -1.88 4.44 10.05
96 H -1.75 6.61 11.76
97 H -0.25 7.15 10.95
98 H -0.47 4.53 11.58
99 H 0.10 4.95 9.94


(2)
Molecular formula: C27H50CoOP2
Method: DFT, ωB97M-V/def2-TZVPD

## Properties
Electronic energy ... -3198.825232 hartree
Relative energy (zero: lowest compared OMol25 entry of this formula, charge and spin) ... 240.95 kcal/mol
Charge ... +1
Multiplicity ... 5

Element x y z (Å)
1 Co -0.16 -0.69 -2.39
2 C -0.98 -1.53 -0.03
3 C 0.39 -1.78 -0.55
4 C 0.48 -0.20 1.20
5 C -0.88 -0.57 1.01
6 C 1.27 -0.93 0.29
7 C -2.15 -2.43 -0.17
8 H -2.00 -3.18 -0.96
9 H -3.05 -1.85 -0.40
10 H -2.32 -2.97 0.79
11 C -1.95 -0.20 1.94
12 H -2.93 -0.53 1.58
13 H -2.01 0.89 2.08
14 H -1.78 -0.66 2.93
15 C 0.99 0.68 2.26
16 H 0.99 0.16 3.24
17 H 0.38 1.59 2.36
18 H 2.02 1.01 2.05
19 C 2.75 -1.05 0.45
20 H 3.03 -1.30 1.50
21 H 3.24 -0.09 0.20
22 H 3.16 -1.83 -0.22
23 C 0.86 -3.12 -1.05
24 H 1.36 -3.67 -0.23
25 H 1.59 -3.02 -1.88
26 H 0.04 -3.74 -1.41
27 C -1.48 1.79 -4.60
28 C -2.00 0.44 -4.77
29 C -1.53 -0.34 -6.04
30 C -0.05 -0.38 -6.42
31 C 0.93 -0.16 -5.33
32 C 1.46 1.08 -5.14
33 C 0.84 2.43 -5.43
34 C -0.71 2.44 -5.66
35 H -2.05 0.23 -6.81
36 H 0.11 0.31 -7.26
37 H -1.93 -1.37 -6.06
38 H -0.93 2.15 -6.70
39 H -2.02 2.48 -3.92
40 H -3.11 0.36 -4.91
41 H -0.99 3.50 -5.63
42 H 1.03 3.09 -4.57
43 H 2.48 1.19 -4.76
44 H 1.35 2.92 -6.29
45 H 0.17 -1.35 -6.89
46 H 1.44 -1.04 -4.90
47 P -2.06 -0.19 -3.09
48 C -3.26 0.72 -2.16
49 C -1.32 -1.93 -3.55
50 P 2.06 0.70 -1.73
51 C 0.39 1.06 -2.44
52 C 2.97 -0.48 -2.78
53 C 2.58 2.41 -2.03
54 H -2.75 1.17 -1.30
55 H -3.99 -0.03 -1.81
56 H -3.78 1.52 -2.72
57 H -0.52 -1.97 -4.31
58 H -2.23 -2.27 -4.07
59 H -1.17 -2.63 -2.72
60 H 2.22 2.74 -3.02
61 H 3.67 2.45 -1.99
62 H 2.14 3.06 -1.25
63 H -0.14 1.94 -2.06
64 H 0.42 1.19 -3.55
65 H 3.82 -0.87 -2.21
66 H 3.37 0.03 -3.66
67 H 2.39 -1.34 -3.14
68 C -1.80 4.20 -0.72
69 C -1.06 3.41 0.37
70 C 0.29 4.08 0.67
71 C -1.89 3.51 1.67
72 O -0.91 2.15 -0.03
73 H -2.00 5.22 -0.41
74 H -2.72 3.68 -0.97
75 H -1.21 4.19 -1.63
76 H 0.16 4.99 1.26
77 H 0.94 3.40 1.21
78 H 0.79 4.32 -0.26
79 H -2.82 2.95 1.58
80 H -1.35 3.06 2.51
81 H -2.11 4.55 1.91


(3)
Molecular formula: C27H50FNO8P2S2
Method: DFT, ωB97M-V/def2-TZVPD

## Properties
Electronic energy ... -3294.359629 hartree

Element x y z (Å)
1 C -3.15 3.34 -0.01
2 C -2.66 2.26 0.11
3 C -2.04 0.93 0.25
4 C -1.83 0.22 -1.12
5 C -0.30 0.19 -1.47
6 C 0.58 -0.32 -0.30
7 C 1.54 0.66 0.40
8 C 2.03 0.03 1.73
9 C 1.44 0.75 2.95
10 N 1.38 -0.13 4.16
11 C 1.88 0.58 5.32
12 C 3.21 0.09 5.86
13 O 1.28 1.49 5.81
14 C 0.09 1.60 -1.92
15 C 1.49 1.84 -2.56
16 C 2.44 0.65 -2.80
17 P 4.21 1.00 -2.57
18 O 5.05 0.63 -3.71
19 O 4.33 2.56 -2.19
20 C 5.20 2.97 -1.13
21 C 4.53 2.98 0.23
22 O 4.59 0.19 -1.22
23 C 5.79 -0.61 -1.26
24 C 5.93 -1.30 0.10
25 O -0.06 -0.80 -2.52
26 S -0.78 -0.43 -3.93
27 O 0.07 -0.95 -4.96
28 O -1.96 -1.54 -3.80
29 C -3.04 -1.24 -2.92
30 P -4.18 -2.65 -3.34
31 S -5.34 -2.28 -4.86
32 C -2.77 -1.02 -1.38
33 C -4.19 -0.53 -0.90
34 C -4.76 -1.03 0.43
35 C -6.03 -0.23 0.82
36 C -5.93 0.26 2.26
37 O -7.20 0.68 2.72
38 C -2.45 -2.38 -0.73
39 F -1.58 -3.10 -1.56
40 C -1.93 -2.46 0.72
41 C -0.64 -3.28 0.88
42 H -3.67 4.27 0.02
43 H -2.66 0.37 0.94
44 H -1.10 1.10 0.77
45 H -2.23 0.94 -1.84
46 H -0.05 -0.71 0.50
47 H 1.17 -1.17 -0.65
48 H 2.42 0.87 -0.19
49 H 1.06 1.61 0.64
50 H 3.12 0.07 1.79
51 H 1.77 -1.02 1.77
52 H 0.44 1.12 2.73
53 H 2.04 1.63 3.17
54 H 0.40 -0.27 4.37
55 H 3.93 0.89 5.74
56 H 3.55 -0.77 5.29
57 H 3.09 -0.15 6.92
58 H -0.66 2.02 -2.59
59 H 0.01 2.23 -1.03
60 H 1.35 2.34 -3.52
61 H 2.00 2.59 -1.95
62 H 2.38 0.33 -3.83
63 H 2.24 -0.23 -2.19
64 H 5.52 3.98 -1.38
65 H 6.10 2.36 -1.10
66 H 4.40 1.98 0.64
67 H 5.17 3.53 0.92
68 H 3.57 3.50 0.21
69 H 5.70 -1.35 -2.05
70 H 6.67 0.00 -1.46
71 H 5.43 -0.72 0.87
72 H 5.49 -2.30 0.10
73 H 6.98 -1.39 0.39
74 H -3.56 -0.34 -3.28
75 H -4.93 -2.94 -2.18
76 H -3.32 -3.73 -3.53
77 H -4.23 0.56 -0.96
78 H -4.95 -0.83 -1.64
79 H -4.05 -0.96 1.26
80 H -5.05 -2.07 0.34
81 H -6.92 -0.85 0.75
82 H -6.12 0.64 0.16
83 H -5.58 -0.58 2.88
84 H -5.18 1.06 2.33
85 H -7.19 0.69 3.68
86 H -3.37 -2.96 -0.74
87 H -1.80 -1.48 1.18
88 H -2.67 -2.97 1.33
89 H 0.13 -3.02 0.17
90 H -0.85 -4.35 0.80
91 H -0.27 -3.11 1.90


(4)
Molecular formula: C27H51F2INO5
Method: DFT, ωB97M-V/def2-TZVPD

## Properties
Electronic energy ... -1987.500003 hartree
Charge ... +1
Structure (SMILES) ... COCCCCCCCC[C@@]1(OC[C@@H](C)C(C)C)O[C@](I)(CCF)[C@H](CCOC(C)=O)[N@H+]1CCCF

Element x y z (Å)
1 C -3.93 2.87 3.63
2 O -4.69 2.27 2.62
3 C -3.98 2.12 1.41
4 C -4.94 1.71 0.31
5 C -5.14 0.18 0.19
6 C -4.96 -0.35 -1.23
7 C -4.68 -1.85 -1.32
8 C -3.19 -2.19 -1.38
9 C -2.39 -1.61 -0.22
10 C -0.94 -2.11 -0.17
11 C 0.00 -0.98 0.20
12 O 0.12 0.06 -0.67
13 C -0.13 -0.14 -2.07
14 C 0.52 1.00 -2.88
15 C 1.57 1.75 -2.07
16 C 1.00 0.43 -4.23
17 C -0.21 0.00 -5.07
18 C 1.86 1.38 -5.06
19 O -0.36 -0.39 1.41
20 C 0.29 -0.91 2.53
21 I -0.93 -2.45 3.49
22 C 0.37 0.25 3.51
23 C 1.02 -0.03 4.87
24 F 0.06 0.10 5.87
25 C 1.61 -1.54 1.99
26 C 2.97 -1.04 2.43
27 C 3.26 0.43 2.14
28 O 4.66 0.53 1.97
29 C 5.26 1.75 2.12
30 C 4.47 2.94 1.69
31 O 6.37 1.79 2.55
32 N 1.45 -1.47 0.51
33 C 2.02 -2.61 -0.28
34 C 2.94 -2.17 -1.40
35 C 4.24 -1.52 -0.95
36 F 5.09 -2.49 -0.45
37 H -3.04 2.28 3.89
38 H -3.61 3.88 3.35
39 H -4.55 2.95 4.53
40 H -3.47 3.06 1.17
41 H -3.20 1.35 1.55
42 H -4.59 2.14 -0.63
43 H -5.90 2.18 0.54
44 H -4.45 -0.31 0.88
45 H -6.14 -0.07 0.53
46 H -5.83 -0.08 -1.82
47 H -4.12 0.18 -1.70
48 H -5.15 -2.37 -0.48
49 H -5.14 -2.23 -2.24
50 H -3.08 -3.28 -1.40
51 H -2.80 -1.82 -2.33
52 H -2.39 -0.52 -0.31
53 H -2.88 -1.86 0.72
54 H -0.86 -2.85 0.63
55 H -0.67 -2.62 -1.10
56 H 0.27 -1.10 -2.41
57 H -1.20 -0.15 -2.23
58 H -0.27 1.71 -3.12
59 H 2.01 2.55 -2.66
60 H 2.39 1.11 -1.73
61 H 1.11 2.22 -1.21
62 H 1.59 -0.48 -4.06
63 H 0.13 -0.47 -5.99
64 H -0.83 0.85 -5.32
65 H -0.81 -0.76 -4.55
66 H 2.37 0.81 -5.84
67 H 2.64 1.88 -4.48
68 H 1.25 2.13 -5.57
69 H -0.66 0.54 3.73
70 H 0.84 1.09 3.00
71 H 1.42 -1.04 4.94
72 H 1.81 0.68 5.08
73 H 1.58 -2.59 2.27
74 H 3.72 -1.65 1.92
75 H 3.12 -1.25 3.49
76 H 2.92 1.05 2.97
77 H 2.72 0.79 1.25
78 H 3.86 3.28 2.54
79 H 3.78 2.73 0.88
80 H 5.16 3.74 1.44
81 H 1.99 -0.65 0.21
82 H 2.58 -3.23 0.42
83 H 1.21 -3.23 -0.65
84 H 3.21 -3.07 -1.96
85 H 2.45 -1.49 -2.11
86 H 4.71 -1.02 -1.80
87 H 4.10 -0.76 -0.18


(5)
Molecular formula: C27H51IrN2OP3S
Method: DFT, ωB97M-V/def2-TZVPD

## Properties
Electronic energy ... -2769.100284 hartree
Relative energy (zero: lowest compared OMol25 entry of this formula, charge and spin) ... 46.52 kcal/mol
Charge ... +4
Multiplicity ... 6

Element x y z (Å)
1 Ir -1.09 -0.15 0.29
2 P 0.94 -0.39 1.70
3 P 0.22 -1.30 -1.24
4 P -1.95 0.63 2.28
5 H -4.34 -1.48 -1.32
6 C -3.96 -0.98 -0.42
7 C -2.77 -0.23 -0.68
8 H -2.68 -0.21 -1.78
9 C 0.86 -2.01 2.58
10 C 2.68 -0.45 1.06
11 C 1.33 0.75 3.10
12 C -0.73 -1.42 -2.80
13 C 1.77 -0.64 -2.00
14 C 0.64 -3.02 -0.75
15 C -3.74 0.92 2.13
16 C -1.50 2.32 2.88
17 C -1.93 -0.51 3.73
18 H -4.73 -0.48 0.16
19 H -2.95 0.82 -0.35
20 H 1.89 -2.28 2.87
21 H 0.46 -2.79 1.93
22 H 0.24 -1.93 3.48
23 H 3.37 -0.44 1.92
24 H 2.93 0.43 0.44
25 H 2.88 -1.36 0.48
26 H 2.30 0.45 3.55
27 H 0.57 0.71 3.90
28 H 1.45 1.79 2.74
29 H -0.02 -1.32 -3.63
30 H -1.47 -0.63 -2.87
31 H -1.22 -2.40 -2.86
32 H 2.68 -0.84 -1.42
33 H 1.68 0.45 -2.16
34 H 1.89 -1.12 -2.99
35 H 1.03 -3.54 -1.64
36 H -0.27 -3.53 -0.40
37 H 1.40 -3.06 0.05
38 H -4.23 0.93 3.12
39 H -4.09 0.06 1.56
40 H -4.00 1.84 1.58
41 H -2.20 2.60 3.68
42 H -1.61 3.04 2.06
43 H -0.48 2.40 3.27
44 H -2.87 -0.41 4.27
45 H -1.10 -0.30 4.42
46 H -1.85 -1.55 3.39
47 C -2.95 -5.29 -1.78
48 C -2.76 -5.50 -0.39
49 C -2.38 -6.76 0.06
50 C -2.15 -7.80 -0.86
51 C -2.37 -7.59 -2.23
52 C -2.77 -6.34 -2.70
53 S -3.43 -3.77 -2.43
54 H -4.33 -3.50 -1.52
55 H -2.91 -4.67 0.30
56 H -2.24 -6.95 1.14
57 H -1.84 -8.79 -0.52
58 H -2.23 -8.43 -2.92
59 H -2.95 -6.15 -3.76
60 C 5.27 3.32 -2.25
61 C 4.82 3.98 -0.97
62 N 3.45 3.61 -0.61
63 C 3.13 3.84 0.82
64 C 2.41 5.15 1.13
65 C 2.48 3.96 -1.56
66 O 2.75 4.58 -2.58
67 C 1.07 3.52 -1.32
68 C 0.06 4.28 -1.93
69 C -1.25 3.87 -1.75
70 C -1.51 2.72 -1.00
71 N -0.54 1.90 -0.55
72 C 0.74 2.32 -0.66
73 H 5.11 2.23 -2.22
74 H 6.34 3.52 -2.40
75 H 4.72 3.73 -3.10
76 H 5.47 3.67 -0.15
77 H 4.88 5.07 -1.09
78 H 2.52 2.99 1.17
79 H 4.08 3.79 1.37
80 H 1.38 5.14 0.75
81 H 2.38 5.27 2.22
82 H 2.95 6.00 0.70
83 H 0.31 5.16 -2.51
84 H -2.11 4.39 -2.18
85 H -2.55 2.46 -0.80
86 H 1.54 1.69 -0.24